Record 1
14
Properties=species:S:1:pos:R:3 method="wB97M-V/def2-TZVPD" e_lumo_ev="0.1 / 0.1" e_homo_ev="-8.7 / -8.7" de_lowest_kj_mol=554.9 charge=0 total_energy_ev=-12790.12304
C -0.59829 0.11830 1.77568
C 0.68106 0.00850 2.30402
C 0.29737 0.00453 -0.31457
C -1.13419 0.16837 -2.28029
N -0.74239 0.06129 0.46076
N 1.76650 -0.12492 1.49688
N 1.65089 -0.15790 0.20905
O 2.61465 -0.48346 -0.49667
O 0.13899 -0.03692 -1.62674
H -1.39463 0.13586 2.39366
H 0.86323 -0.01299 3.28127
H -0.89631 0.41840 -3.22474
H -1.67328 0.81039 -1.74132
H -1.57362 -0.90946 -2.23699

***

Record 2
68
Properties=species:S:1:pos:R:3 method="wB97M-V/def2-TZVPD" e_lumo_ev="2.1 / 2.0" e_homo_ev="-1.7 / -5.1" de_lowest_kj_mol=25.5 charge=-1 multiplicity=3 total_energy_ev=-70664.54190
Ti 0.15896 0.36930 -0.43102
C 3.49097 0.07151 -0.69783
N 2.45909 0.77572 -1.48783
C 2.22950 0.25660 -2.82893
C 1.36428 -0.96446 -2.76822
N 0.52982 -1.21182 -1.80607
C -0.16184 -2.36885 -2.17233
C -1.15903 -3.06242 -1.50298
C -1.66184 -4.19034 -2.11580
C -1.18098 -4.62210 -3.36756
C -0.18768 -3.93920 -4.03392
C 0.30964 -2.80220 -3.40640
N 1.29629 -1.88139 -3.75426
C 2.83493 -0.75215 0.33921
N 1.57191 -0.44080 0.83832
C 1.47733 -1.07577 2.07396
C 0.42014 -1.16489 2.96218
C 0.60050 -1.88053 4.15206
C 1.80957 -2.49330 4.44890
C 2.88755 -2.41007 3.55938
C 2.70396 -1.69830 2.39056
N 3.55737 -1.43441 1.33535
H 4.17398 0.84211 -0.26958
H 4.12171 -0.54178 -1.35312
H 2.65313 1.76655 -1.52093
H 3.15560 0.02227 -3.36959
H 1.66417 1.00139 -3.39104
H -1.51351 -2.69951 -0.54691
H -2.44417 -4.75574 -1.62680
H -1.60294 -5.51089 -3.81860
H 0.18052 -4.27340 -4.99550
H 1.79552 -1.83164 -4.62474
H -0.52237 -0.69575 2.70884
H -0.22216 -1.96005 4.85306
H 1.92209 -3.04328 5.37517
H 3.83616 -2.88420 3.78640
H 4.46600 -1.83930 1.21453
C 0.82522 2.47576 2.85522
C 0.34605 3.01747 1.55674
N 0.30791 2.35232 0.43578
C -0.23711 3.21866 -0.54776
C -0.51819 4.46582 0.06352
N -0.10614 4.27380 1.39657
C -1.06502 5.70671 -0.32331
O -1.39203 5.85885 -1.63080
O -1.21119 6.64156 0.47742
C -0.48845 2.74070 -1.84406
O -0.82892 3.48099 -2.79013
O -0.30640 1.40926 -2.01368
H 1.37884 1.55554 2.68508
H -0.01493 2.24515 3.51464
H 1.46889 3.19706 3.36248
H -0.21259 4.98893 2.09606
H -1.14394 5.04054 -2.12799
C -3.46976 0.08432 -0.78994
C -2.73146 0.01087 0.54694
C -2.99201 1.29559 1.33520
C -3.21513 -1.21608 1.36074
N -1.30866 -0.07437 0.29363
H -4.55134 0.14792 -0.63267
H -3.25733 -0.80547 -1.38949
H -3.13823 0.95517 -1.35769
H -4.05539 1.39778 1.57528
H -2.67365 2.16890 0.76134
H -2.42604 1.27982 2.27103
H -4.02667 -1.74460 0.85254
H -3.57889 -0.92975 2.35103
H -2.39165 -1.91613 1.50834

***

Record 3
83
Properties=species:S:1:pos:R:3 method="wB97M-V/def2-TZVPD" e_lumo_ev="-9.8 / -10.4" e_homo_ev="-13.9 / -13.8" charge=+3 multiplicity=3 total_energy_ev=-149862.58013
Mo -0.17036 -0.52590 -0.21976
C -1.83813 1.12596 -4.11672
C -1.01511 0.82686 -2.90415
N -1.28240 -0.14145 -2.08814
N -2.44644 -0.87643 -2.30225
C -3.36115 -0.76066 -1.32418
N -4.54272 -1.33821 -1.49154
S -2.91589 0.12739 0.05365
C 0.11281 1.65565 -2.45857
C 0.57061 2.76182 -3.14811
C 1.54988 3.56236 -2.57403
C 2.00927 3.23516 -1.31102
C 1.51551 2.09777 -0.69101
N 0.61013 1.29578 -1.25378
H -2.85926 1.36905 -3.81520
H -1.88791 0.26731 -4.78856
H -1.44794 1.96346 -4.68439
H -2.61846 -1.30955 -3.19976
H -4.80682 -1.81340 -2.34152
H -5.23886 -1.25283 -0.76819
H 0.16680 3.01807 -4.11622
H 1.92395 4.43196 -3.09630
H 2.74289 3.84437 -0.80310
H 1.83651 1.82466 0.29782
C 5.59550 -1.85356 -0.44634
C 5.15141 -0.55217 -0.26254
C 3.83577 -0.29981 0.10287
C 2.97445 -1.36216 0.30175
C 3.41257 -2.67111 0.14632
C 4.72071 -2.91573 -0.24052
N 1.59647 -1.20009 0.73341
N 1.41935 -1.65125 1.89443
C 0.09723 -1.98915 2.22032
C -0.13727 -2.43456 3.50599
C -1.34409 -3.06133 3.74638
C -2.24364 -3.21473 2.69593
C -1.95669 -2.67087 1.45992
N -0.80587 -2.02465 1.21398
H 6.62318 -2.04192 -0.72407
H 5.83716 0.27528 -0.38568
H 3.52320 0.71208 0.27898
H 2.72680 -3.48888 0.32918
H 5.06568 -3.93488 -0.34951
H 0.63465 -2.32667 4.25306
H -1.57316 -3.46109 4.72474
H -3.16858 -3.75660 2.83490
H -2.65302 -2.74528 0.63679
C -4.47127 0.37376 3.85093
S -2.74685 0.76243 3.61308
O -1.88980 0.05604 4.56714
C -2.57628 2.48316 3.63364
C -3.33030 3.22938 2.71933
C -3.22728 4.60407 2.77284
C -2.37790 5.20132 3.70454
C -1.61484 4.43529 4.58344
C -1.69634 3.05741 4.55022
H -4.77762 0.78766 4.81088
H -4.53218 -0.71226 3.84262
H -5.03082 0.81175 3.02798
H -3.97558 2.74965 1.99563
H -3.80797 5.21498 2.09674
H -2.31306 6.28014 3.74621
H -0.96655 4.91611 5.30209
H -1.12413 2.43748 5.22440
C 3.01659 -0.76105 -3.28121
As 1.78491 -2.21685 -3.38651
C 2.78148 -3.84024 -3.54124
C 0.79590 -1.98168 -5.01527
S 0.46028 -2.48081 -1.70596
H 3.64261 -0.79340 -4.17338
H 3.62778 -0.87609 -2.39235
H 2.47152 0.18033 -3.24740
H 3.44308 -3.77472 -4.40440
H 2.08650 -4.67005 -3.66050
H 3.36041 -3.96846 -2.62835
H 1.46035 -2.13024 -5.86630
H 0.39722 -0.96843 -5.04516
H -0.01175 -2.71126 -5.04861
F 0.83966 2.91368 2.80988
B 1.32406 1.72328 3.09673
F -0.18722 0.62536 1.36211
F 2.43184 1.32374 2.50313
F 0.79484 0.99845 4.05779

***

Record 4
59
Properties=species:S:1:pos:R:3 method="wB97M-V/def2-TZVPD" e_lumo_ev=0.6 e_homo_ev=-7.8 de_lowest_kj_mol=0.0 charge=0 total_energy_ev=-110522.63925
C -6.20922 -0.21151 -1.77887
H -5.90466 -0.51959 -2.78082
O -5.35482 0.78346 -1.25786
C -4.02096 0.57119 -1.10826
C -3.32986 1.70524 -0.68385
C -1.96284 1.69475 -0.46952
C -1.25927 0.50820 -0.68111
C -1.94037 -0.62274 -1.10240
C -3.31205 -0.62473 -1.32029
O -4.00127 -1.74097 -1.72728
C -3.27656 -2.90999 -2.01923
H -4.01815 -3.62911 -2.36442
H -2.77549 -3.30868 -1.13104
H -2.53991 -2.74125 -2.81083
H -1.36573 -1.52011 -1.26273
C 0.21770 0.46244 -0.53203
N 0.90866 0.71806 -1.58411
C 2.28449 0.74730 -1.48337
C 3.02977 1.16354 -2.58654
C 4.40717 1.21935 -2.52236
C 5.04318 0.86311 -1.34489
C 4.32737 0.44872 -0.23445
C 2.94864 0.38857 -0.30432
C 2.14705 -0.12050 0.86737
N 0.72618 0.16094 0.68662
C -0.07099 -0.03364 1.87059
C 0.22710 1.03421 2.92979
O 0.43568 0.77717 4.09999
N 0.24476 2.28442 2.43606
H -0.07075 2.48764 1.49240
N 0.35286 3.40778 3.28368
H 0.19071 3.07108 4.23473
H 1.30885 3.76662 3.25067
H 0.14239 -1.01288 2.31477
H -1.13116 0.01317 1.61104
C 2.36446 -1.61641 1.01479
C 2.00911 -2.46368 -0.02768
C 2.20066 -3.82813 0.08772
C 2.75100 -4.35635 1.24408
C 3.10582 -3.51639 2.28536
C 2.91087 -2.15049 2.17245
H 3.17970 -1.49649 2.98981
H 3.53291 -3.92428 3.18934
H 2.90320 -5.42175 1.33240
H 1.92427 -4.48071 -0.72749
H 1.58667 -2.04824 -0.93180
H 2.47770 0.37733 1.79150
H 4.83923 0.16669 0.67409
Br 6.94558 0.93659 -1.24564
H 4.98533 1.53698 -3.37653
H 2.50471 1.44033 -3.48638
O -1.23371 2.77129 -0.03987
C -1.89295 4.01079 0.10655
H -1.12324 4.71998 0.40656
H -2.66195 3.96331 0.88307
H -2.34032 4.33388 -0.83653
H -3.92176 2.59314 -0.53787
H -6.25441 -1.08726 -1.12922
H -7.19137 0.25861 -1.82590

***

Record 5
10
Properties=species:S:1:pos:R:3 method="wB97M-V/def2-TZVPD" e_lumo_ev=1.0 e_homo_ev=-9.9 de_lowest_kj_mol=141.5 charge=0 total_energy_ev=-5254.22782
C -1.21833 0.22700 0.08494
C 0.21760 -0.55992 -0.16916
C 1.50581 0.20545 0.09756
O 1.57833 1.40096 0.25796
H -0.97214 1.18924 0.52074
H -1.88160 -0.38500 0.69726
H -1.83694 0.47028 -0.82315
H 0.36025 -1.56272 0.28265
H -0.19332 -0.57257 -1.15588
H 2.44034 -0.41272 0.20709

***

Record 6
19
Properties=species:S:1:pos:R:3 method="wB97M-V/def2-TZVPD" e_lumo_ev=3.3 e_homo_ev=-3.8 de_lowest_kj_mol=180.2 charge=-1 total_energy_ev=-22334.69233
C -0.61612 1.25330 0.63872
C 0.37043 2.14597 0.55995
C 2.08268 -1.11841 -0.12685
C 1.26867 0.07801 -0.85364
C -0.52263 -0.06144 0.00523
C -1.48106 -0.09178 -1.18905
C -0.55639 -1.15607 1.09147
O 2.47667 -0.72203 0.96195
O 2.15560 -2.19175 -0.72526
S 1.77667 1.70117 -0.34438
H -1.54751 1.49909 1.05869
H 0.46629 3.20454 0.83477
H 0.99732 -0.01990 -2.00880
H -2.49148 -0.00829 -0.63383
H -1.51559 -1.10377 -1.63450
H -1.43185 0.76327 -1.88105
H -0.43118 -2.23857 0.80561
H -1.38761 -0.93656 1.73674
H 0.38710 -0.99676 1.70422